1.
This record from the OMol25 dataset describes one molecule with the formula C15H19N3OS at a distorted geometry. The level of theory is the ωB97M-V functional and the def2-TZVPD basis.

Its strongest force on any atom is 0.0207 Eh/bohr. Its charge is 0. The value obtained for the gap between HOMO and LUMO is 9.43 eV. For the relative energy (zero: lowest compared OMol25 entry of this formula, charge and spin), the calculation gives 14.21 kJ/mol. The value obtained for the LUMO energy is 0.661 eV. The HOMO energy comes out at -0.322 hartree.

Geometry (Å):
N -6.5661 -1.5556 0.5294
C -5.8023 -0.6229 -0.0916
O -6.2651 0.1525 -0.8944
C -4.3399 -0.6643 0.3221
C -3.5715 0.5294 -0.2443
N -2.1397 0.2919 -0.2446
C -1.4404 1.1521 -1.1817
C 0.0208 0.7314 -1.2939
C 0.7000 0.8249 0.0758
C 2.1156 0.3852 0.0069
N 3.1204 1.1141 0.2967
C 4.3089 0.4592 0.1458
C 5.5728 0.9894 0.3843
C 6.6779 0.1900 0.1823
C 6.5441 -1.1268 -0.2528
C 5.2996 -1.6745 -0.4959
C 4.1863 -0.8773 -0.2950
S 2.5073 -1.2672 -0.5094
C -0.1000 -0.0315 1.0614
C -1.5569 0.4176 1.0785
H -6.1808 -2.2275 1.1676
H -7.5415 -1.6201 0.2906
H -3.8961 -1.5811 -0.0727
H -4.2848 -0.6988 1.4111
H -3.8418 1.4432 0.3114
H -3.8978 0.6670 -1.2775
H -1.4948 2.2137 -0.8766
H -1.9196 1.0557 -2.1586
H 0.5339 1.3706 -2.0145
H 0.0676 -0.3007 -1.6460
H 0.7007 1.8670 0.4134
H 5.6626 2.0098 0.7204
H 7.6648 0.5887 0.3632
H 7.4268 -1.7300 -0.4031
H 5.1920 -2.6936 -0.8332
H -0.0536 -1.0754 0.7458
H 0.3238 0.0502 2.0640
H -1.6171 1.4599 1.4461
H -2.1162 -0.2163 1.7689



2.
This record from the OMol25 dataset describes a 2-piece molecular cluster, C15H19N4O5 overall at a distorted geometry. The level of theory is the ωB97M-V functional and the def2-TZVPD basis.

Its strongest force on any atom is 0.0695 Eh/bohr. Its charge is -1. The value obtained for the gap between HOMO and LUMO is 4.31 eV. For the relative energy (zero: lowest compared OMol25 entry of this formula, charge and spin), the calculation gives 13.61 kJ/mol. The value obtained for the LUMO energy is 1.414 eV. The HOMO energy comes out at -0.106 hartree.

Geometry (Å):
C 0.3687 -4.6873 -0.4596
C -0.6574 -3.7501 -0.0528
N -1.1267 -3.8492 1.1993
O -2.0294 -3.1097 1.6740
O -0.5543 -4.7471 1.8940
H 0.6443 -4.4949 -1.5027
H 1.2594 -4.5604 0.1740
H 0.0503 -5.7371 -0.3610
H -1.1289 -3.0513 -0.7305
C 4.9184 -3.0080 -1.5527
C 3.6541 -2.1863 -1.5114
O 3.1122 -2.2882 -0.1795
C 1.9744 -1.5272 -0.0265
C 1.4400 -1.6296 1.3183
C 0.4825 -0.7381 1.7582
C -0.0545 -0.7978 3.1528
N 0.0107 0.1250 0.8317
N -0.4377 1.2637 1.1832
C -1.3220 1.8137 0.1958
N -1.4334 3.1485 0.5245
C -2.1185 4.1234 -0.1849
C -1.9094 5.4813 0.1469
C -2.5759 6.4820 -0.5594
C -3.4676 6.1441 -1.5895
C -3.6770 4.7978 -1.9208
C -3.0034 3.7858 -1.2274
O -1.8819 1.2052 -0.7045
O 1.5253 -0.9091 -0.9877
H 5.3237 -2.9966 -2.5673
H 5.6806 -2.5952 -0.8830
H 4.7396 -4.0503 -1.2680
H 3.8738 -1.1354 -1.7394
H 2.9183 -2.5699 -2.2312
H 1.9186 -2.2961 2.0304
H 0.6161 -1.4065 3.7717
H -0.1388 0.2041 3.5929
H -1.0413 -1.2831 3.1632
H -0.8425 3.3908 1.3138
H -1.2111 5.7225 0.9513
H -2.3960 7.5256 -0.2995
H -3.9980 6.9310 -2.1313
H -4.3642 4.5231 -2.7204
H -3.1411 2.7371 -1.4850



3.
This record from the OMol25 dataset describes C15H19N7O7PdS2 as an isolated structure. The level of theory is the ωB97M-V functional and the def2-TZVPD basis.

Its strongest force on any atom is 0.0038 Eh/bohr. Its charge is -2. The value obtained for the gap between HOMO and LUMO is 6.61 eV. For the relative energy (zero: lowest compared OMol25 entry of this formula, charge and spin), the calculation gives 13.07 kJ/mol. The value obtained for the LUMO energy is 4.451 eV. The HOMO energy comes out at -0.079 hartree.

Geometry (Å):
Pd -1.7717 -0.2638 -1.3196
N -1.2736 -0.4648 1.6940
N -0.4174 -1.5646 1.5562
C 0.3079 -1.8749 0.4837
N 1.0926 -2.9467 0.5637
N 0.1404 -1.1095 -0.6418
N 1.0704 -1.1735 -1.6259
O 0.7839 -0.6009 -2.6649
O 2.1586 -1.7496 -1.4816
H -0.7726 0.4104 1.5473
H -1.9978 -0.5107 0.9730
H -0.4352 -2.2385 2.3291
H 1.2261 -3.4657 1.4406
H 1.7594 -3.0609 -0.1789
C 3.3309 3.8178 -3.9089
C 2.3451 3.7856 -2.7693
C 2.0208 4.9407 -2.0675
C 1.0999 4.9097 -1.0268
C 0.4899 3.7164 -0.6767
C 0.8058 2.5542 -1.3705
C 1.7260 2.5917 -2.4057
S -0.7280 3.6737 0.6382
O -0.4868 4.8827 1.4116
O -2.0118 3.6683 -0.0595
O -0.4502 2.4356 1.3560
H 3.8730 4.7648 -3.9344
H 2.8256 3.6960 -4.8706
H 4.0601 3.0099 -3.8230
H 2.5013 5.8781 -2.3321
H 0.8554 5.8015 -0.4644
H 0.3274 1.6187 -1.1035
H 1.9547 1.6744 -2.9372
S -2.5659 2.4620 -2.8542
C -3.0620 1.3526 -4.0777
C -3.6009 0.2413 -3.5293
N -3.6995 0.2248 -2.1467
C -3.1155 1.3245 -1.6416
H -2.8910 1.5434 -5.1248
H -3.9629 -0.6159 -4.0803
H -3.2884 1.7111 -0.6462
O 1.6089 -4.6493 2.7308
C 0.7221 -4.6492 3.5942
C 0.7493 -5.6416 4.7604
C -0.5207 -5.3059 5.5192
C -1.1216 -4.1393 4.7115
O -2.1659 -3.6035 5.0352
N -0.3401 -3.8293 3.6319
H 1.6658 -5.4831 5.3308
H 0.7841 -6.6568 4.3624
H -0.3574 -4.9744 6.5451
H -1.2487 -6.1177 5.5486



4.
This record from the OMol25 dataset describes one molecule with the formula C15H19NO2 at a distorted geometry. The level of theory is the ωB97M-V functional and the def2-TZVPD basis.

Its strongest force on any atom is 0.0608 Eh/bohr. Its charge is 0. The value obtained for the gap between HOMO and LUMO is 8.90 eV. For the relative energy (zero: lowest compared OMol25 entry of this formula, charge and spin), the calculation gives 212.90 kJ/mol. The value obtained for the LUMO energy is 0.650 eV. The HOMO energy comes out at -0.303 hartree.

Geometry (Å):
C 0.1683 -4.1983 3.5864
C 1.3285 -4.4162 2.6106
O 2.3621 -4.9678 2.9906
N 1.2556 -4.1275 1.2467
O 2.2814 -4.5511 0.4106
C -0.0220 -3.8744 0.6353
C -0.3823 -2.4166 0.7197
C -0.1048 -1.5220 -0.2883
C -0.4220 -0.0812 -0.3013
C -1.0815 0.5947 0.7196
C -1.2453 1.9872 0.6657
C -0.7501 2.7140 -0.4413
C -0.1333 2.0239 -1.4914
C 0.0542 0.6478 -1.3894
C 0.3975 2.7182 -2.7291
C -0.2069 4.1049 -2.8863
C -0.0830 4.8983 -1.5809
C -0.9022 4.2158 -0.4852
H -0.0170 -3.1534 3.7218
H 0.4657 -4.6118 4.5387
H -0.7360 -4.7443 3.2291
H 2.9788 -4.9050 0.9780
H -0.8545 -4.4902 1.0225
H 0.0980 -4.1434 -0.4062
H -0.8689 -2.0046 1.5855
H 0.4244 -1.9011 -1.1607
H -1.5420 0.0266 1.5462
H -1.7006 2.5366 1.5012
H 0.6183 0.1491 -2.1704
H 1.5098 2.8139 -2.6952
H 0.1152 2.1115 -3.5720
H 0.3355 4.5572 -3.7506
H -1.2583 4.0854 -3.2028
H 0.9652 4.8828 -1.2328
H -0.4187 5.9440 -1.6921
H -0.6637 4.6770 0.4754
H -1.9655 4.4203 -0.7078



5.
This record from the OMol25 dataset describes C15H19NO5 as an isolated structure at a distorted geometry. The level of theory is the ωB97M-V functional and the def2-TZVPD basis.

Its strongest force on any atom is 0.2873 Eh/bohr. Its charge is 0. The value obtained for the gap between HOMO and LUMO is 7.41 eV. For the relative energy (zero: lowest compared OMol25 entry of this formula, charge and spin), the calculation gives 1606.68 kJ/mol. The value obtained for the LUMO energy is -0.574 eV. The HOMO energy comes out at -0.294 hartree.

Geometry (Å):
C -3.5777 4.5032 -3.3183
C -3.4270 4.1774 -1.9740
C -2.3230 3.2143 -1.7936
C -1.9915 2.7864 -0.3012
H -2.7274 2.2557 -0.0384
H -1.7016 3.6339 0.4037
O -0.7909 1.8381 0.0945
C 0.2971 2.2473 -0.1195
O 0.5449 3.4099 -0.1444
C 1.3673 1.3133 0.1248
C 0.8380 -0.1920 0.2903
C 1.9518 -1.1991 0.3401
C 3.4998 -0.5995 0.3309
C 3.5673 0.7031 0.4154
C 2.6975 1.6085 0.1087
H 2.9607 2.7051 0.2994
H 4.8306 1.1063 0.4583
H 4.1630 -1.3687 0.6667
N 1.4627 -2.3453 0.3661
C 2.3059 -3.4725 0.8492
O 3.5595 -3.5508 0.8829
C 1.4685 -4.8409 0.9344
H 0.6692 -4.7715 0.0078
H 2.1822 -5.5956 0.7560
C 0.6795 -5.1151 1.8818
H 1.4667 -4.6563 2.8651
C -0.2646 -4.0610 2.2167
O -1.0395 -3.4514 1.3609
O -1.0017 -4.2788 3.5444
H -0.5885 -4.7947 4.0758
H 0.4378 -6.0641 2.1614
H 0.6338 -2.5806 0.2748
H -0.0821 -0.3573 0.1919
H -2.1869 2.2255 -2.3342
H -1.2003 3.6131 -2.0558
H -4.4902 3.5228 -1.5193
H -3.2482 4.9029 -1.4849
H -2.6992 5.0313 -3.4951
H -4.4461 5.0638 -3.4745
H -3.7970 3.4333 -3.8488